1.
A structure of composition C6H9N, computed with ωB97M-V with the def2-TZVPD basis set.

HOMO energy   -9.14 eV
Relative energy (zero: lowest compared OMol25 entry of this formula, charge and spin)   174.34 kcal per mole

ORCA input file:
```
! RIJCOSX wB97M-V def2-TZVPD def2/J DEFGRID3
* xyz 0 1
C 1.53 -0.58 -1.32
C 0.25 -0.29 -0.78
C 0.25 0.93 0.01
C -0.37 -0.77 0.43
C -1.55 -0.28 0.60
C -1.28 0.95 0.15
H 1.58 0.12 -2.36
H 1.85 -1.59 -1.75
H 2.55 -0.09 -0.63
H -0.22 -0.13 -1.88
H 0.51 2.08 -0.17
H 1.60 -0.27 1.39
H -0.21 -1.81 0.64
H -2.53 -0.68 0.73
H -1.84 1.76 0.24
N 0.52 0.13 1.32
*
```

2.
A cluster of 11 separate species, C42H77IN16P in total, computed with ωB97M-V with the def2-TZVPD basis set.

HOMO energy   -11.86 eV

ORCA input file:
```
! RIJCOSX wB97M-V def2-TZVPD def2/J DEFGRID3
* xyz 1 1
N -0.61 3.27 -5.62
P -1.81 2.48 -5.02
N -1.38 2.18 -3.31
C -1.22 3.19 -2.50
N -0.89 2.72 -1.29
C -0.82 1.40 -1.43
N -0.49 0.51 -0.51
N -0.14 0.97 0.78
N -1.14 1.01 -2.69
I -1.22 -0.87 -3.47
H -0.91 4.17 -5.98
H -1.99 1.22 -5.62
H -2.99 3.25 -5.10
H -1.33 4.23 -2.74
H -0.48 -0.48 -0.69
H -0.72 0.53 1.48
H 0.85 0.75 0.93
C 3.28 3.89 -7.01
C 3.18 3.19 -8.36
C 2.75 4.14 -9.48
C 1.42 4.71 -9.19
N 0.39 5.13 -8.96
H 2.32 4.29 -6.69
H 3.62 3.19 -6.24
H 4.00 4.72 -7.05
H 2.47 2.37 -8.28
H 4.15 2.76 -8.61
H 2.70 3.60 -10.43
H 3.46 4.96 -9.60
C 0.08 1.19 5.48
C 1.19 0.14 5.52
C 2.50 0.64 4.90
C 2.29 0.99 3.49
N 2.11 1.25 2.39
H -0.18 1.46 4.46
H -0.81 0.80 5.96
H 0.38 2.10 6.01
H 0.85 -0.75 5.00
H 1.38 -0.14 6.56
H 3.27 -0.13 4.96
H 2.87 1.53 5.43
C 0.75 -0.87 -11.32
C 0.98 0.64 -11.38
C 2.43 1.01 -11.73
C 3.36 0.47 -10.72
N 4.08 0.04 -9.95
H 1.36 -1.34 -10.54
H -0.29 -1.09 -11.09
H 1.00 -1.34 -12.27
H 0.72 1.08 -10.41
H 0.31 1.07 -12.12
H 2.54 2.09 -11.77
H 2.70 0.60 -12.71
C 0.41 -2.70 9.12
C -1.07 -3.06 9.19
C -1.65 -3.48 7.84
C -1.55 -2.38 6.86
N -1.47 -1.52 6.11
H 0.58 -1.83 8.48
H 0.79 -2.44 10.11
H 1.00 -3.53 8.74
H -1.63 -2.21 9.59
H -1.19 -3.88 9.90
H -2.70 -3.74 7.95
H -1.12 -4.35 7.44
C -7.29 0.23 -4.87
C -7.12 1.75 -4.92
C -5.73 2.18 -5.38
C -4.70 1.68 -4.46
N -3.91 1.28 -3.74
H -6.60 -0.23 -4.16
H -8.30 -0.03 -4.57
H -7.11 -0.21 -5.85
H -7.32 2.16 -3.93
H -7.86 2.17 -5.60
H -5.66 3.27 -5.41
H -5.52 1.81 -6.39
C 5.61 -4.72 5.02
C 5.14 -3.28 4.92
C 4.70 -2.70 6.26
C 3.57 -3.48 6.81
N 2.70 -4.09 7.23
H 4.81 -5.38 5.35
H 5.94 -5.08 4.05
H 6.44 -4.81 5.72
H 4.31 -3.22 4.20
H 5.95 -2.66 4.52
H 4.38 -1.66 6.15
H 5.52 -2.73 6.98
C -7.25 4.26 -0.26
C -6.11 3.25 -0.38
C -4.88 3.81 -1.10
C -5.23 4.21 -2.48
N -5.50 4.52 -3.55
H -7.62 4.56 -1.24
H -8.09 3.83 0.28
H -6.92 5.16 0.27
H -6.47 2.36 -0.91
H -5.81 2.93 0.62
H -4.09 3.06 -1.15
H -4.49 4.68 -0.57
C 9.19 -6.90 7.08
C 10.13 -6.13 6.16
C 10.39 -4.70 6.64
C 9.13 -3.94 6.71
N 8.15 -3.36 6.75
H 8.20 -6.44 7.14
H 9.06 -7.92 6.72
H 9.60 -6.96 8.10
H 9.69 -6.10 5.16
H 11.08 -6.66 6.09
H 11.07 -4.19 5.96
H 10.85 -4.70 7.63
C 1.21 -8.49 6.76
C 2.15 -8.49 7.95
C 3.43 -7.68 7.70
C 4.18 -8.24 6.56
N 4.75 -8.67 5.68
H 1.66 -8.96 5.88
H 0.30 -9.06 6.99
H 0.91 -7.47 6.49
H 2.42 -9.52 8.19
H 1.64 -8.08 8.82
H 4.06 -7.70 8.58
H 3.18 -6.64 7.48
C -8.93 8.99 -4.37
C -7.63 8.40 -3.84
C -7.56 6.87 -4.00
C -8.66 6.23 -3.26
N -9.51 5.73 -2.69
H -9.80 8.62 -3.82
H -8.92 10.08 -4.25
H -9.07 8.76 -5.42
H -7.52 8.66 -2.78
H -6.79 8.85 -4.37
H -6.62 6.50 -3.63
H -7.64 6.60 -5.06
*
```

3.
A structure of composition CCl4O3Zr, computed with ωB97M-V with the def2-TZVPD basis set.

HOMO energy   -0.36 eV

ORCA input file:
```
! RIJCOSX wB97M-V def2-TZVPD def2/J DEFGRID3
* xyz -2 1
Zr -0.97 -0.39 0.33
C 1.61 1.20 -0.83
O 1.54 2.31 -0.21
O 0.84 0.50 -0.16
O 2.73 0.74 -0.68
Cl -0.17 -0.88 2.59
Cl -3.43 -0.95 1.41
Cl -2.10 0.12 -1.88
Cl -0.05 -2.66 -0.57
*
```

4.
An isolated molecule of C20H30N4O3, computed with ωB97M-V with the def2-TZVPD basis set.

SMILES   CCN(CC)CCCNC(=O)CN1N=C(c2ccc(OC)cc2)CCC1=O
HOMO energy   -8.14 eV
Relative energy (zero: lowest compared OMol25 entry of this formula, charge and spin)   67.16 kcal per mole

ORCA input file:
```
! RIJCOSX wB97M-V def2-TZVPD def2/J DEFGRID3
* xyz 0 1
C 3.02 -2.41 -3.45
H 3.31 -3.03 -2.60
H 3.46 -2.81 -4.35
H 1.94 -2.45 -3.55
C 3.50 -0.98 -3.22
N 3.03 -0.46 -1.95
C 1.65 -0.01 -1.96
H 1.55 1.06 -2.20
H 1.12 -0.57 -2.74
C 0.96 -0.28 -0.62
H -0.09 0.02 -0.70
H 1.42 0.31 0.17
C 1.05 -1.76 -0.24
N 0.39 -2.03 1.01
C 1.05 -2.22 2.17
O 2.24 -2.41 2.26
C 0.11 -2.24 3.39
N -0.56 -0.97 3.58
C -0.45 -0.29 4.76
O 0.22 -0.69 5.68
C -1.31 0.96 4.82
C -1.37 1.66 3.47
C -1.72 0.64 2.42
N -1.33 -0.58 2.53
C -2.47 0.99 1.22
C -2.58 2.31 0.79
C -3.26 2.62 -0.37
C -3.85 1.62 -1.14
C -3.75 0.29 -0.71
C -3.06 -0.01 0.45
H -3.00 -1.03 0.78
H -4.20 -0.51 -1.28
O -4.50 2.03 -2.26
C -5.13 1.07 -3.07
H -5.57 1.63 -3.89
H -4.41 0.35 -3.47
H -5.91 0.53 -2.53
H -3.34 3.64 -0.71
H -2.11 3.11 1.34
H -2.11 2.47 3.50
H -0.40 2.10 3.22
H -0.91 1.62 5.59
H -2.31 0.65 5.12
H -0.63 -3.04 3.26
H 0.70 -2.43 4.29
H -0.58 -1.72 1.09
H 2.10 -2.04 -0.13
H 0.59 -2.38 -1.02
C 3.95 0.44 -1.29
C 4.28 1.74 -2.05
H 4.97 2.34 -1.46
H 3.38 2.33 -2.22
H 4.74 1.52 -3.01
H 4.88 -0.11 -1.12
H 3.53 0.69 -0.32
H 4.59 -0.98 -3.20
H 3.18 -0.35 -4.07
*
```

5.
An isolated molecule of C16H18ClN5O2, computed with ωB97M-V with the def2-TZVPD basis set.

SMILES   CCCCOC(=O)C1=C(C)Nc2nnnn2[C@@H]1c1ccccc1Cl
HOMO energy   -8.96 eV
Relative energy (zero: lowest compared OMol25 entry of this formula, charge and spin)   0.00 kcal per mole

ORCA input file:
```
! RIJCOSX wB97M-V def2-TZVPD def2/J DEFGRID3
* xyz 0 1
C 2.35 2.56 -3.43
C 2.64 2.21 -1.98
C 3.21 0.80 -1.84
C 3.41 0.40 -0.38
H 3.98 -0.53 -0.30
H 3.93 1.19 0.17
O 2.13 0.21 0.23
C 1.95 -0.91 0.95
O 2.83 -1.71 1.16
C 0.56 -1.01 1.41
C 0.13 -1.98 2.26
N -1.19 -2.04 2.64
C -2.07 -1.09 2.24
N -3.34 -0.91 2.54
N -3.70 0.19 1.88
N -2.75 0.68 1.22
N -1.68 -0.10 1.41
C -0.37 0.05 0.83
C -0.50 -0.07 -0.68
C -0.37 -1.30 -1.31
C -0.50 -1.42 -2.68
C -0.77 -0.30 -3.45
C -0.92 0.94 -2.84
C -0.79 1.05 -1.46
Cl -1.00 2.60 -0.73
H -1.15 1.82 -3.42
H -0.87 -0.38 -4.52
H -0.38 -2.38 -3.15
H -0.15 -2.18 -0.72
H 0.01 1.05 1.06
H -1.50 -2.74 3.30
C 0.97 -3.05 2.87
H 0.60 -4.02 2.55
H 2.00 -2.95 2.56
H 0.90 -2.99 3.95
H 2.53 0.08 -2.31
H 4.18 0.74 -2.35
H 3.35 2.93 -1.57
H 1.72 2.28 -1.40
H 1.93 3.56 -3.51
H 1.64 1.85 -3.86
H 3.26 2.52 -4.03
*
```

| no. | E_LUMO (eV) | HOMO-LUMO gap (eV) | strongest force on any atom (eV Å⁻¹) |
| --- | --- | --- | --- |
| 1 | 1.00 | 10.1 | 12.7 |
| 2 | -4.22 | 7.6 | 4.0 |
| 3 | 5.58 | 5.9 | 16.5 |
| 4 | 0.31 | 8.4 | 1.1 |
| 5 | 0.41 | 9.4 | 1.9 |